(1)
{
  "formula": "C4H8O2",
  "method": "ωB97M-V/def2-TZVPD",
  "symbols": ["C", "C", "O", "C", "C", "O", "H", "H", "H", "H", "H", "H", "H", "H"],
  "positions_angstrom": [[0.442, 2.099, -1.069], [-0.883, 0.735, 0.239], [0.354, 0.927, -0.264], [0.682, -2.096, 0.171], [-0.194, -2.040, 1.166], [-1.101, 0.574, 1.403], [-0.413, 2.757, -0.882], [0.494, 1.859, -2.134], [1.350, 2.609, -0.749], [-1.675, 0.741, -0.535], [0.409, -2.463, -0.816], [1.701, -1.741, 0.294], [0.067, -1.621, 2.133], [-1.232, -2.341, 1.043]],
  "lowdin_charge": [-0.0655, -0.3855, -0.0948, -0.0890, -0.1018, 0.0868, 0.0907, 0.0912, 0.0951, 0.1543, 0.0499, 0.0527, 0.0572, 0.0588],
  "total_charge": 0,
  "smiles": "COC=O.C=C",
  "e_homo_ev": -9.73,
  "gap_ha": 0.39003,
  "relative_energy_ev": 2.358
}



(2)
{
  "formula": "C2H3ClINO",
  "method": "ωB97M-V/def2-TZVPD",
  "symbols": ["C", "C", "N", "O", "Cl", "I", "H", "H", "H"],
  "positions_angstrom": [[-0.602, 0.051, 0.443], [0.516, -0.854, -0.655], [-0.577, 1.305, 0.348], [-1.438, -0.481, 1.080], [-0.184, -2.410, -0.657], [2.506, -0.892, 0.402], [0.835, -0.406, -1.656], [0.152, 1.816, -0.235], [-1.207, 1.871, 0.929]],
  "lowdin_charge": [-0.7033, -1.0306, 0.1450, 0.0505, 0.5819, 0.6239, 0.0362, 0.1524, 0.1438],
  "total_charge": 0,
  "smiles": "NC(=O)[C@H](Cl)I",
  "e_homo_ev": -9.55,
  "gap_ha": 0.34514,
  "relative_energy_ev": 1.296
}



(3)
{
  "formula": "C6H13NSi",
  "method": "ωB97M-V/def2-TZVPD",
  "symbols": ["C", "C", "C", "C", "C", "C", "N", "Si", "H", "H", "H", "H", "H", "H", "H", "H", "H", "H", "H", "H", "H"],
  "positions_angstrom": [[2.486, 0.684, -1.033], [-0.317, 2.850, 0.041], [0.045, -2.893, -0.514], [0.524, -0.109, 1.733], [-0.939, 1.606, -0.376], [-1.008, -1.835, -0.647], [3.479, 0.867, -1.550], [-0.113, -0.033, -0.038], [-0.339, 2.771, 1.235], [0.788, 2.827, -0.191], [-0.946, 3.714, -0.156], [0.754, -2.805, -1.253], [0.404, -2.922, 0.609], [-0.319, -3.967, -0.712], [1.578, -0.303, 1.922], [0.277, 0.888, 2.159], [0.013, -0.852, 2.244], [-1.105, 1.555, -1.522], [-2.022, 1.569, -0.119], [-1.955, -1.970, -0.159], [-1.285, -1.641, -1.672]],
  "lowdin_charge": [-0.3300, -0.1964, -0.2027, -0.2015, -0.4440, -0.2856, -0.1148, 0.9216, 0.1025, 0.0761, 0.0738, 0.0312, 0.1062, 0.0979, 0.0414, 0.0344, -0.0066, 0.1022, 0.0906, 0.0562, 0.0474],
  "total_charge": 0,
  "e_homo_ev": -10.00,
  "gap_ha": 0.34205,
  "relative_energy_ev": 2.471
}



(4)
{
  "formula": "C18H39AlF3O8",
  "method": "ωB97M-V/def2-TZVPD",
  "symbols": ["C", "O", "C", "Al", "C", "C", "C", "F", "C", "F", "F", "C", "O", "C", "O", "C", "C", "O", "H", "H", "H", "H", "H", "H", "H", "H", "H", "H", "H", "H", "H", "H", "H", "H", "H", "H", "H", "C", "O", "C", "C", "O", "C", "H", "H", "H", "H", "H", "H", "H", "H", "H", "H", "C", "O", "C", "C", "O", "C", "H", "H", "H", "H", "H", "H", "H", "H", "H", "H"],
  "positions_angstrom": [[-2.419, -5.871, -2.254], [-2.396, -5.032, -1.132], [-1.375, -3.994, -1.212], [0.548, -4.683, -1.193], [0.750, -6.071, 0.266], [1.087, -5.491, 1.659], [-0.017, -5.498, 2.647], [-0.423, -6.722, 3.068], [-0.566, -4.459, 3.241], [-1.113, -4.449, 4.454], [-0.634, -3.257, 2.668], [1.808, -3.098, -0.902], [2.203, -2.484, -2.170], [1.647, -1.250, -2.389], [2.506, -0.524, -3.251], [2.643, 0.826, -2.935], [1.498, 1.746, -3.458], [0.451, 1.051, -4.110], [-1.732, -5.533, -3.034], [-2.137, -6.896, -1.983], [-3.432, -5.901, -2.675], [-1.554, -3.433, -2.149], [-1.621, -3.301, -0.398], [0.884, -5.367, -2.632], [-0.184, -6.637, 0.339], [1.533, -6.776, -0.029], [1.487, -4.474, 1.615], [1.860, -6.099, 2.148], [1.391, -2.321, -0.245], [2.749, -3.428, -0.440], [1.528, -0.694, -1.443], [0.668, -1.344, -2.886], [2.747, 0.972, -1.851], [3.583, 1.158, -3.381], [1.891, 2.462, -4.181], [1.104, 2.324, -2.615], [-0.215, 0.812, -3.460], [-1.402, 4.820, -3.923], [-0.508, 5.119, -2.866], [0.722, 5.674, -3.299], [0.780, 7.165, -3.057], [-0.140, 7.871, -3.874], [-1.310, 8.273, -3.190], [-2.352, 4.542, -3.471], [-1.555, 5.684, -4.576], [-1.035, 3.977, -4.517], [0.890, 5.456, -4.359], [1.516, 5.190, -2.722], [1.783, 7.526, -3.304], [0.594, 7.374, -1.998], [-1.088, 9.060, -2.460], [-1.785, 7.433, -2.675], [-1.999, 8.670, -3.933], [-0.552, 1.292, 7.531], [-1.569, 1.336, 6.551], [-1.144, 1.897, 5.319], [-0.862, 0.837, 4.278], [0.262, 0.051, 4.623], [-0.076, -1.231, 5.131], [-0.939, 0.720, 8.373], [0.351, 0.805, 7.153], [-0.297, 2.300, 7.878], [-0.251, 2.513, 5.468], [-1.950, 2.546, 4.960], [-0.643, 1.330, 3.326], [-1.746, 0.207, 4.136], [-0.502, -1.853, 4.349], [-0.784, -1.156, 5.962], [0.844, -1.690, 5.490]],
  "lowdin_charge": [-0.1825, -0.2977, -0.2725, 0.3639, -0.2378, -0.2065, -0.2294, 0.0633, -0.3077, 0.1174, 0.1081, -0.2366, -0.1834, -0.3045, -0.0890, -0.2125, -0.2259, -0.0630, 0.0576, 0.0774, 0.0713, 0.0460, 0.0453, -0.0567, 0.0475, 0.0351, 0.0968, 0.1166, 0.0471, 0.0513, 0.1214, 0.1330, 0.1136, 0.1145, 0.1041, 0.1073, 0.0836, -0.1048, -0.1952, -0.2144, -0.2068, -0.1891, -0.1159, 0.0896, 0.0835, 0.0874, 0.1278, 0.1224, 0.1242, 0.1258, 0.0866, 0.0837, 0.0873, -0.1193, -0.1899, -0.2087, -0.2091, -0.1853, -0.0961, 0.0870, 0.0835, 0.0853, 0.1235, 0.1226, 0.1258, 0.1297, 0.0607, 0.0872, 0.0946],
  "total_charge": -1,
  "e_homo_ev": -4.31,
  "gap_ha": 0.23897
}